Here is a structure of composition C17H43BN2O4Si2 at a distorted geometry from OMol25. Energies are from wB97M-V/def2-TZVPD.

Last column: natural (NBO) charge in e.
Element x y z (Å)
C1 -0.2765 -2.7937 -5.5589  -0.61
C2 0.4390 -3.5748 -4.3933  -0.39
C3 1.4569 -2.6398 -3.6248  -0.41
C4 0.8570 -2.0658 -2.2769  -0.40
C5 1.8271 -2.2691 -1.0410  -0.39
C6 2.5000 -0.8819 -0.6656  -0.40
C7 2.3828 -0.5150 0.8632  -0.94
Si1 1.2586 1.0014 1.2461  2.07
C8 2.1875 2.0264 2.5583  -0.93
C9 1.5615 3.4329 2.8766  -0.21
N1 0.0943 3.4274 2.8190  -0.84
N2 0.7822 1.9200 -0.1889  -1.11
C10 1.7100 3.0140 -0.5616  -0.22
C11 0.9412 4.3846 -0.5334  -0.41
C12 -0.5565 4.2138 -0.9878  -0.40
C13 -1.3071 5.5874 -1.1339  -0.62
O1 -0.2178 0.5076 2.0056  -1.21
Si2 -0.9435 -0.8134 1.2026  1.28
C14 -0.6715 -2.3569 2.3323  -0.51
O2 -1.9601 -2.7780 2.8281  -0.56
C15 -1.7728 -3.9809 3.5973  -0.06
C16 -1.7598 -5.2141 2.6037  -0.65
B1 -2.9120 -0.6507 1.0418  0.80
O3 -3.5571 -1.5671 0.1715  -0.94
O4 -3.6959 0.3001 1.7411  -0.75
C17 -3.6551 1.5356 0.9922  -0.26
H1 0.4375 -2.3107 -6.2506  0.20
H2 -0.8957 -3.5463 -6.0984  0.21
H3 -0.9979 -2.0555 -5.1498  0.20
H4 -0.3702 -3.9052 -3.7085  0.20
H5 0.9555 -4.4556 -4.8276  0.20
H6 2.4441 -3.1202 -3.4768  0.20
H7 1.6285 -1.7784 -4.3091  0.20
H8 0.6484 -0.9902 -2.4703  0.19
H9 -0.1370 -2.5392 -2.1164  0.20
H10 1.2570 -2.6889 -0.1888  0.20
H11 2.5814 -3.0096 -1.3733  0.21
H12 3.5875 -1.0384 -0.8645  0.21
H13 2.1848 -0.0717 -1.3473  0.20
H14 3.4063 -0.2248 1.2069  0.24
H15 2.1195 -1.4012 1.4893  0.24
H16 3.2821 2.0987 2.3523  0.23
H17 2.1163 1.4282 3.5010  0.25
H18 1.8339 3.6892 3.9258  0.19
H19 2.0576 4.1914 2.2310  0.16
H20 -0.2582 3.6345 1.8900  0.36
H21 -0.2299 4.1448 3.4570  0.36
H22 0.5407 1.3322 -0.9763  0.39
H23 1.9860 2.8499 -1.6328  0.19
H24 2.6622 3.0211 0.0038  0.20
H25 0.8955 4.8479 0.4772  0.19
H26 1.4213 5.1492 -1.1885  0.20
H27 -1.1353 3.6065 -0.2618  0.21
H28 -0.5369 3.7036 -1.9768  0.19
H29 -0.6519 6.4770 -1.0994  0.21
H30 -1.9317 5.5602 -2.0537  0.21
H31 -2.0428 5.6721 -0.3004  0.20
H32 -0.4322 -1.0134 -0.1598  -0.21
H33 -0.0805 -2.0305 3.2261  0.20
H34 -0.1014 -3.1735 1.8345  0.19
H35 -0.8004 -3.9053 4.1345  0.17
H36 -2.5898 -4.0790 4.3419  0.19
H37 -0.7125 -5.5086 2.3921  0.21
H38 -2.3573 -6.0648 2.9795  0.22
H39 -2.1673 -4.8136 1.6486  0.21
H40 -3.3831 -2.4772 0.4242  0.50
H41 -3.0116 2.2863 1.5048  0.19
H42 -3.2321 1.3650 -0.0255  0.17
H43 -4.7028 1.8939 0.9225  0.20


Here is an isolated molecule of C5H10O at a distorted geometry from OMol25. Energies are from wB97M-V/def2-TZVPD.

Its SMILES is C[C@@H]1C[C@H]1CO. As for the energy above the lowest of the compared OMol25 structures with the same formula, charge and spin: 90.60 kcal per mole.

Last column: natural (NBO) charge in e.
Element x y z (Å)
C1 1.9760 0.6310 0.1720  -0.63
C2 0.6726 0.0650 -0.3321  -0.22
C3 -0.2757 -0.6787 0.5195  -0.32
C4 -1.4251 -1.0865 -0.4573  -0.06
O1 -1.8065 0.0613 -1.1975  -0.73
C5 -0.6526 0.7303 0.7445  -0.35
H1 2.6400 -0.1313 0.5998  0.21
H2 1.7758 1.3601 0.9583  0.21
H3 2.5307 1.1455 -0.6222  0.22
H4 0.7956 -0.3961 -1.3370  0.22
H5 -0.9697 0.5525 -1.3202  0.48
H6 0.0153 -1.3907 1.2902  0.20
H7 -2.3053 -1.4182 0.1017  0.18
H8 -1.1232 -1.8607 -1.1735  0.17
H9 -1.7394 0.8935 0.8443  0.23
H10 -0.1084 1.5232 1.2094  0.20


One value per record, in order, for calculated total energy: -45931.0609, -7390.8365 eV.
One value per record, in order, for E_LUMO: 0.02594, 0.03942 hartree.